Formula: C36H40BF3O3
Source: the Open Molecules 2025 dataset
Level of theory: ωB97M-V with the def2-TZVPD basis set

CARTESIAN COORDINATES (ANGSTROEM)
1 C -6.892 0.312 0.341
2 O -6.470 0.604 -1.009
3 C -5.148 0.525 -1.319
4 C -4.809 0.765 -2.677
5 C -3.488 0.832 -3.042
6 C -2.457 0.739 -2.074
7 C -1.106 1.092 -2.481
8 C -0.663 2.446 -2.347
9 C 0.493 2.928 -3.044
10 C 1.101 4.107 -2.659
11 C 0.595 4.865 -1.593
12 C 1.326 6.081 -1.107
13 C -0.633 4.503 -1.026
14 C -1.276 3.339 -1.405
15 C -2.801 0.405 -0.741
16 C -4.127 0.279 -0.366
17 H -7.975 0.421 0.319
18 H -6.621 -0.715 0.618
19 H -6.451 1.024 1.051
20 H -5.620 0.924 -3.383
21 H -3.219 1.036 -4.078
22 H -0.603 0.463 -3.227
23 H 0.884 2.336 -3.874
24 H 1.985 4.472 -3.191
25 H 0.838 6.491 -0.214
26 H 2.368 5.846 -0.851
27 H 1.350 6.863 -1.879
28 H -1.094 5.165 -0.285
29 H -2.243 3.080 -0.975
30 H -2.005 0.278 -0.006
31 H -4.386 0.039 0.670
32 C 3.604 0.777 1.749
33 C 2.217 0.172 1.891
34 C 1.878 -0.090 3.357
35 C 1.044 0.995 1.185
36 C 0.373 2.098 1.979
37 C 1.576 1.534 -0.129
38 O 0.056 -0.015 0.966
39 B 0.817 -1.216 0.743
40 C 0.281 -2.525 1.552
41 C 1.202 -3.414 2.104
42 C 0.795 -4.394 3.018
43 C -0.547 -4.482 3.364
44 C -0.972 -5.464 4.424
45 F -1.950 -4.944 5.224
46 F -1.471 -6.618 3.880
47 F 0.066 -5.827 5.235
48 C -1.493 -3.674 2.746
49 C -1.074 -2.686 1.844
50 C 0.624 -1.313 -1.209
51 C -0.364 -2.394 -1.479
52 C 2.025 -1.528 -1.642
53 C 2.603 -0.709 -2.632
54 C 3.950 -0.848 -2.970
55 C 4.738 -1.812 -2.329
56 C 4.154 -2.684 -1.402
57 C 2.807 -2.557 -1.080
58 O 2.184 -1.037 1.157
59 H 3.588 1.837 2.029
60 H 4.292 0.257 2.422
61 H 3.984 0.674 0.728
62 H 1.981 0.831 3.943
63 H 0.853 -0.467 3.471
64 H 2.571 -0.836 3.761
65 H 1.063 2.934 2.135
66 H -0.497 2.471 1.425
67 H 0.029 1.719 2.946
68 H 2.070 2.506 -0.011
69 H 2.284 0.843 -0.606
70 H 0.744 1.666 -0.815
71 H 2.268 -3.356 1.875
72 H 1.524 -5.064 3.457
73 H -2.547 -3.795 2.975
74 H -1.816 -2.032 1.382
75 H 0.268 -0.317 -1.471
76 H -1.362 -2.087 -1.142
77 H -0.445 -2.618 -2.558
78 H -0.071 -3.314 -0.953
79 H 1.972 0.038 -3.125
80 H 4.377 -0.192 -3.731
81 H 5.805 -1.875 -2.538
82 H 4.742 -3.469 -0.922
83 H 2.346 -3.246 -0.370

E_LUMO: -2.96 eV
Molecular weight: 588.5 g mol⁻¹
Spin multiplicity: 1
Gap between HOMO and LUMO: 3.7 eV
Net charge: 0

---

Formula: C36H40GeNO3PtS2
Source: the Open Molecules 2025 dataset
Level of theory: ωB97M-V with the def2-TZVPD basis set

CARTESIAN COORDINATES (ANGSTROEM)
1 Pt 0.389 0.302 -0.335
2 O 1.003 2.399 0.122
3 S 1.971 2.843 1.211
4 C 1.324 1.894 2.653
5 C 2.217 1.537 3.833
6 C 2.858 0.152 3.666
7 C 1.848 -0.988 3.852
8 S 1.415 -1.858 2.285
9 O 1.646 -0.803 1.201
10 C 2.783 -2.987 2.047
11 C 2.465 -4.086 1.256
12 C 3.471 -4.954 0.862
13 C 4.780 -4.715 1.256
14 C 5.082 -3.626 2.064
15 C 4.084 -2.754 2.468
16 C 3.584 2.193 0.726
17 C 4.672 2.147 1.588
18 C 5.903 1.736 1.103
19 C 6.068 1.466 -0.249
20 C 4.995 1.598 -1.117
21 C 3.743 1.944 -0.629
22 H 0.909 1.006 2.190
23 H 0.504 2.548 2.953
24 H 1.603 1.539 4.736
25 H 2.981 2.299 3.993
26 H 3.673 0.044 4.383
27 H 3.279 0.079 2.667
28 H 0.890 -0.618 4.223
29 H 2.192 -1.767 4.533
30 H 1.437 -4.256 0.956
31 H 3.233 -5.812 0.248
32 H 5.569 -5.382 0.936
33 H 6.100 -3.456 2.387
34 H 4.332 -1.915 3.103
35 H 4.581 2.459 2.619
36 H 6.742 1.651 1.782
37 H 7.043 1.187 -0.626
38 H 5.126 1.449 -2.181
39 H 2.913 2.065 -1.312
40 C -3.000 -0.931 4.117
41 N -2.564 0.000 3.073
42 C -2.960 1.406 3.120
43 C -1.828 -0.424 2.063
44 O -1.420 0.315 1.148
45 H -3.746 -0.448 4.738
46 H -2.167 -1.231 4.755
47 H -3.446 -1.823 3.678
48 H -3.757 1.536 3.845
49 H -3.309 1.724 2.140
50 H -2.118 2.040 3.401
51 H -1.611 -1.500 2.080
52 C 3.155 -1.741 -1.688
53 Ge 1.421 -0.914 -2.119
54 C 1.808 0.578 -3.379
55 C 2.803 0.428 -4.335
56 C 3.177 1.516 -5.116
57 C 2.567 2.750 -4.937
58 C 1.565 2.902 -3.990
59 C 1.181 1.814 -3.219
60 C 0.334 -2.265 -3.044
61 C 0.883 -3.533 -3.134
62 C 0.283 -4.521 -3.921
63 C -0.881 -4.244 -4.598
64 C -1.496 -2.976 -4.504
65 C -2.702 -2.691 -5.182
66 C -3.298 -1.463 -5.066
67 C -2.714 -0.473 -4.260
68 C -1.546 -0.727 -3.587
69 C -0.896 -1.971 -3.696
70 H 3.623 -2.076 -2.614
71 H 3.077 -2.585 -1.006
72 H 3.799 -0.998 -1.226
73 H 3.287 -0.529 -4.491
74 H 3.948 1.394 -5.866
75 H 2.864 3.593 -5.546
76 H 1.086 3.862 -3.846
77 H 0.391 1.934 -2.479
78 H 1.804 -3.766 -2.615
79 H 0.742 -5.497 -3.993
80 H -1.346 -5.008 -5.208
81 H -3.147 -3.461 -5.799
82 H -4.219 -1.255 -5.592
83 H -3.192 0.493 -4.170
84 H -1.105 0.035 -2.948

E_LUMO (spin up / spin down): -8.23 / -7.85 eV
Molecular weight: 866.5 g mol⁻¹
Expectation value of S²: 0.8301
Spin multiplicity: 2
Gap between HOMO and LUMO (spin up / spin down): 4.5 / 5.0 eV
Net charge: +2

---

Formula: C36H40OP2V
Source: the Open Molecules 2025 dataset
Level of theory: ωB97M-V with the def2-TZVPD basis set

CARTESIAN COORDINATES (ANGSTROEM)
1 V 0.700 -1.302 -3.892
2 C -2.072 0.148 -0.516
3 C -2.730 0.023 -1.664
4 C -3.021 1.233 -2.476
5 C -1.832 2.011 -3.202
6 C -0.529 2.441 -2.560
7 C -0.430 2.727 -1.262
8 C -1.581 2.783 -0.339
9 C -1.981 1.382 0.290
10 C 1.746 -0.061 -5.171
11 H -1.517 -0.693 -0.063
12 H -2.716 -0.970 -2.208
13 H -3.583 1.933 -1.863
14 H -3.637 0.859 -3.285
15 H -1.730 1.461 -4.176
16 H -2.235 3.014 -3.414
17 H 0.309 2.311 -3.231
18 H 0.513 2.776 -0.764
19 H -2.450 3.307 -0.762
20 H -1.242 3.342 0.558
21 H -1.260 1.248 1.116
22 H -3.001 1.552 0.654
23 H 2.418 -0.623 -4.474
24 H 1.815 1.023 -5.141
25 H 1.794 -0.453 -6.201
26 P -0.123 -1.718 -8.248
27 P 1.189 0.826 -7.747
28 C -1.127 -0.232 -8.633
29 C -0.505 0.959 -8.322
30 C -0.485 -2.995 -9.603
31 C -1.608 -2.916 -10.451
32 C -1.947 -3.983 -11.288
33 C -1.104 -5.111 -11.384
34 C 0.034 -5.186 -10.572
35 C 0.341 -4.130 -9.690
36 C -0.957 -2.429 -6.841
37 C -0.591 -2.066 -5.546
38 C -1.272 -2.505 -4.409
39 C -2.328 -3.408 -4.595
40 C -2.693 -3.748 -5.895
41 C -2.045 -3.266 -7.015
42 C 2.048 0.981 -9.432
43 C 1.871 -0.069 -10.345
44 C 2.402 -0.007 -11.645
45 C 3.245 1.055 -11.996
46 C 3.511 2.069 -11.057
47 C 2.909 2.039 -9.795
48 C 1.771 2.375 -6.930
49 C 3.064 2.319 -6.349
50 C 3.500 3.356 -5.525
51 C 2.684 4.468 -5.327
52 C 1.436 4.537 -5.944
53 C 0.958 3.493 -6.731
54 H -2.155 -0.381 -9.002
55 H -0.869 1.970 -8.512
56 H -2.228 -2.021 -10.457
57 H -2.864 -3.948 -11.886
58 H -1.339 -5.917 -12.104
59 H 0.680 -6.076 -10.640
60 H 1.237 -4.206 -9.078
61 H 0.312 -1.407 -5.526
62 H -1.039 -2.156 -3.351
63 H -2.839 -3.801 -3.712
64 H -3.510 -4.422 -6.023
65 H -2.356 -3.527 -8.020
66 H 1.340 -0.979 -10.043
67 H 2.184 -0.805 -12.366
68 H 3.723 1.066 -12.992
69 H 4.214 2.863 -11.323
70 H 3.159 2.820 -9.075
71 H 3.670 1.411 -6.445
72 H 4.485 3.297 -5.064
73 H 3.029 5.287 -4.689
74 H 0.826 5.422 -5.823
75 H -0.011 3.538 -7.219
76 C 0.917 -0.829 -0.866
77 O 0.888 -0.777 -2.247
78 H -0.017 -1.258 -0.530
79 H 0.994 0.144 -0.352
80 H 1.666 -1.502 -0.454

E_LUMO (spin up / spin down): 0.22 / 0.10 eV
Molecular weight: 601.6 g mol⁻¹
Expectation value of S²: 3.7726
Spin multiplicity: 4
Gap between HOMO and LUMO (spin up / spin down): 6.7 / 7.1 eV
Net charge: 0